# C2H8NS

2 unconnected molecules or ions with the total composition C2H8NS (the ωB97M-V functional and the def2-TZVPD basis, the OMol25 dataset).

```
12
Properties=species:S:1:pos:R:3:forces:R:3
S 1.485 -1.907 1.405 1.296 0.237 -1.113
N -0.853 0.621 -2.228 0.647 0.008 -1.041
C -0.371 0.654 1.072 0.953 -0.810 3.537
C 0.651 -0.169 0.600 0.901 -0.696 -0.473
H -1.501 0.103 -2.797 -0.248 -0.254 0.421
H 1.651 0.277 0.572 -0.255 0.395 -0.077
H 1.296 -2.837 2.393 -1.464 0.864 0.172
H -0.123 1.639 1.476 -0.123 0.430 -1.134
H 0.560 -0.657 -0.393 -0.441 -0.199 0.200
H -0.859 0.474 -1.245 -0.574 0.200 0.165
H -0.793 1.566 -2.578 0.089 0.048 0.493
H -1.143 0.237 1.724 -0.782 -0.224 -1.152
```
Positions in Å, forces in eV/Å.

Summary:
- Spin multiplicity: 1
- Energy relative to the best compared isomer or geometry (same formula, charge and spin): 568.2 kJ/mol
- Frontier orbital gap: 5.3 eV
- Net charge: +1
- E_LUMO: -8.66 eV
- Strongest force on any atom: 3.75 eV Å⁻¹
- E_HOMO: -13.96 eV
- Energy: -533.46361 a.u.